The molecule C28H38N4O4. Source: the Open Molecules 2025 dataset; level of theory: ωB97M-V/def2-TZVPD.

Values from the calculation:
Charge ... 0
Frontier orbital gap ... 9.0 eV
Structure (SMILES) ... CCC(C)(C)NC(=O)[C@H](c1ccc(C)cc1)N(C[C@H]1CCCO1)C(=O)CCC(=O)Nc1ccccn1
Energy relative to the best compared isomer or geometry (same formula, charge and spin) ... 1.330 eV
HOMO energy ... -8.4 eV
LUMO ... 0.5877 eV

Positions of all 74 atoms, in Å:
C 1.73198 5.43841 -0.46783
C 1.45207 3.99741 -0.87812
C 1.41487 2.98063 0.27954
C 2.71636 2.99769 1.07841
C 0.21811 3.21641 1.19988
N 1.26478 1.67627 -0.37713
C 1.34823 0.46802 0.19435
O 1.73217 0.20973 1.31345
C 1.06999 -0.72035 -0.79002
C 0.66234 -0.30287 -2.17705
C -0.66698 -0.23111 -2.57758
C -0.99136 0.17592 -3.85910
C -0.00666 0.52632 -4.77367
C -0.36539 0.98952 -6.15237
C 1.32185 0.45448 -4.37056
C 1.65242 0.04389 -3.09388
N 0.13446 -1.62846 -0.14215
C 0.34494 -3.04029 -0.34907
C -0.25667 -3.54399 -1.67498
C 0.12351 -5.00907 -1.95435
C -1.18433 -5.61567 -2.45974
C -2.20792 -4.79162 -1.68428
O -1.67811 -3.48060 -1.64425
C -0.89513 -1.08404 0.53840
O -1.04280 0.13013 0.58654
C -1.86397 -2.03004 1.22389
C -2.92216 -1.27390 2.03574
C -2.38333 -0.90761 3.41219
O -2.70903 -1.51508 4.41090
N -1.51197 0.13430 3.38180
C -0.78170 0.68084 4.42564
C -0.82558 0.20818 5.73940
C -0.03492 0.83889 6.68031
C 0.76570 1.90692 6.29791
C 0.72693 2.30088 4.97155
N -0.02552 1.71134 4.06176
H 2.71696 5.53372 -0.02001
H 1.69641 6.08066 -1.34537
H 0.99015 5.79508 0.24107
H 0.48912 3.96114 -1.39573
H 2.22201 3.67864 -1.58641
H 2.71607 2.17064 1.78133
H 3.57327 2.89619 0.41551
H 2.80249 3.92630 1.63395
H 0.22919 2.49246 2.01127
H 0.25333 4.21277 1.63040
H -0.70989 3.10241 0.64426
H 0.77534 1.70946 -1.25986
H 2.03405 -1.24201 -0.84916
H -1.45354 -0.50380 -1.89267
H -2.03012 0.21920 -4.15287
H 0.41044 0.72217 -6.86622
H -1.30881 0.55535 -6.47471
H -0.47281 2.07483 -6.16370
H 2.10537 0.71744 -5.06678
H 2.69084 -0.00875 -2.79822
H -0.08874 -3.60728 0.47505
H 1.42257 -3.23021 -0.36407
H 0.07335 -2.88348 -2.48693
H 0.43147 -5.49615 -1.02772
H 0.93315 -5.08701 -2.67556
H -1.29810 -5.43886 -3.52933
H -1.26676 -6.68104 -2.26082
H -2.32783 -5.18706 -0.66428
H -3.18709 -4.73856 -2.16187
H -2.34864 -2.62171 0.44453
H -1.31773 -2.70428 1.88709
H -3.21921 -0.37302 1.49740
H -3.79327 -1.91273 2.18392
H -1.28951 0.53535 2.47020
H -1.45941 -0.62319 5.99565
H -0.04138 0.49849 7.70596
H 1.39696 2.41650 7.00882
H 1.32312 3.12886 4.61035


A cluster of 2 separate species, C3H12NSi in total. Source: the Open Molecules 2025 dataset; level of theory: ωB97M-V/def2-TZVPD.

Values from the calculation:
Charge ... +1
Frontier orbital gap ... 9.6 eV
Energy relative to the best compared isomer or geometry (same formula, charge and spin) ... 2.636 eV
HOMO energy ... -13.8 eV
LUMO ... -4.1968 eV

Positions of all 17 atoms, in Å:
C -2.10579 0.56781 0.27717
C -2.08550 -0.95215 0.00874
C -2.61145 0.04641 -0.99532
N 1.34949 0.03352 0.59357
Si 3.27882 -0.23276 -0.05154
H -2.84139 0.90893 0.95745
H -3.72454 0.10290 -1.07278
H -1.21183 1.24046 0.10304
H -2.60803 -1.45534 0.82445
H -1.00703 -1.34732 -0.08600
H -1.87884 0.18008 -1.90452
H 0.47224 -0.57075 0.37284
H 1.15106 0.95967 0.30888
H 1.29690 0.08062 1.58665
H 3.35878 -1.70578 -0.12368
H 3.25295 0.34946 -1.33593
H 4.17468 0.67077 0.86973


A structure of composition C31H37N5Rh. Source: the Open Molecules 2025 dataset; level of theory: ωB97M-V/def2-TZVPD.

Values from the calculation:
Charge ... +1
Frontier orbital gap (alpha / beta) ... 5.1 / 5.1 eV
Energy relative to the best compared isomer or geometry (same formula, charge and spin) ... 2.648 eV
HOMO energy (alpha / beta) ... -10.2 / -10.2 eV
LUMO (alpha / beta) ... -5.0976 / -5.0957 eV

Positions of all 74 atoms, in Å:
Rh -0.41800 0.01420 0.17540
C 0.45360 1.08870 -2.63640
N 0.30570 -0.23920 -2.04310
C -0.74390 -1.00520 -2.71570
C 1.56020 -0.94530 -2.02740
C 2.09890 -1.52960 -3.15640
C 3.26570 -2.27490 -3.07990
C 3.86330 -2.48720 -1.84590
C 3.36580 -1.88210 -0.71470
C 2.24740 -1.02880 -0.79000
N 1.69950 -0.37970 0.26670
C 2.36590 -0.07000 1.40640
C 3.76880 0.05380 1.49070
C 4.38700 0.22310 2.70800
C 3.63160 0.28310 3.87030
C 2.24550 0.28500 3.79770
C 1.60170 0.16600 2.58140
N 0.18460 0.41170 2.42250
C -0.01160 1.86870 2.51930
C -0.66970 -0.27880 3.38840
H 0.81880 1.01360 -3.66680
H 1.16990 1.67230 -2.05670
H -0.51160 1.59330 -2.64190
H -0.54700 -1.11250 -3.78730
H -1.69380 -0.48300 -2.59310
H -0.81420 -1.99720 -2.26510
H 1.60380 -1.41880 -4.10800
H 3.68480 -2.70890 -3.97310
H 4.71880 -3.13810 -1.76960
H 3.79290 -2.10520 0.25060
H 4.35380 0.04190 0.58330
H 5.46170 0.30750 2.75520
H 4.11550 0.36760 4.82850
H 1.67810 0.41130 4.70650
H 0.12560 2.21330 3.55100
H -1.02150 2.13090 2.19880
H 0.71770 2.37770 1.88640
H -0.31170 -0.16080 4.41620
H -0.72530 -1.34120 3.16200
H -1.67860 0.13020 3.33140
C 1.25430 -3.47220 2.78030
C 0.69760 -3.23320 1.37290
C -0.60140 -3.91040 1.04000
C -0.68300 -5.28430 1.19460
C -1.77970 -5.99570 0.74660
C -2.76610 -5.33210 0.03960
C -2.73980 -3.95620 -0.13350
C -3.74710 -3.34540 -1.07780
C -5.21080 -3.51340 -0.66900
C -1.68560 -3.21560 0.45850
N -1.72790 -1.82560 0.45720
C -2.80510 -1.20730 0.85100
C -3.03390 0.16820 0.65510
C -4.08230 0.97540 1.15420
C -3.94060 2.21700 0.56950
C -2.80310 2.14150 -0.25900
N -2.26180 0.93160 -0.21350
H 2.33700 -3.54990 2.73620
H 0.87490 -4.39340 3.21000
H 1.00400 -2.66460 3.46160
H 1.41860 -3.62900 0.64930
H 0.59650 -2.16400 1.18360
H 0.14630 -5.80520 1.64590
H -1.84000 -7.06220 0.89840
H -3.56980 -5.89610 -0.40900
H -3.61930 -3.84840 -2.04200
H -3.54240 -2.28520 -1.23330
H -5.46650 -4.56170 -0.54140
H -5.84670 -3.10750 -1.45270
H -5.42950 -2.99090 0.25900
H -3.59140 -1.76370 1.36460
H -4.83250 0.66330 1.85240
H -4.55590 3.08420 0.70980
H -2.38590 2.93020 -0.85900


A cluster of 11 separate species, C58H158N21O15P7 in total. Source: the Open Molecules 2025 dataset; level of theory: ωB97M-V/def2-TZVPD.

Values from the calculation:
Charge ... 0
Frontier orbital gap ... 8.4 eV
Structure (SMILES) ... CN(C)P(=O)(N(C)C)N(C)C.CN(C)P(=O)(N(C)C)N(C)C.CN(C)P(=O)(N(C)C)N(C)C.CN(C)P(=O)(N(C)C)N(C)C.CN(C)P(=O)(N(C)C)N(C)C.CN(C)P(=O)(N(C)C)N(C)C.CN(C)P(=O)(N(C)C)N(C)C.CCOC(C)=O.CCOC(C)=O.CCOC(C)=O.CCOC(C)=O
HOMO energy ... -7.9 eV
LUMO ... 0.4146 eV

Positions of all 259 atoms, in Å:
C 5.77857 -0.71062 -5.58444
N 4.48300 -0.15161 -5.17493
C 3.96742 1.04158 -5.95876
P 3.44999 -0.98531 -4.12452
O 2.29470 -0.28388 -3.59110
N 3.06762 -2.44437 -4.85642
C 2.03631 -3.24329 -4.21284
C 3.03407 -2.54867 -6.31963
N 4.56877 -1.29003 -2.88840
C 5.37678 -0.20629 -2.52839
C 4.96624 -2.47839 -2.26919
H 5.78587 -1.41579 -6.40630
H 6.10908 -1.30120 -4.72629
H 6.53261 0.09306 -5.68953
H 3.13822 1.44047 -5.37132
H 3.62668 0.67263 -6.93940
H 4.75079 1.75984 -6.10346
H 2.20345 -3.39272 -3.14469
H 1.07364 -2.74938 -4.23166
H 1.90675 -4.25472 -4.65114
H 3.50306 -1.76651 -6.84271
H 3.43567 -3.48377 -6.69045
H 1.95694 -2.54833 -6.66931
H 5.09200 0.71521 -2.88647
H 5.33991 -0.10332 -1.44035
H 6.42409 -0.29705 -2.82148
H 5.89745 -2.74667 -2.75572
H 4.28033 -3.28527 -2.49422
H 5.09099 -2.38985 -1.21022
C 4.89538 -3.99796 4.33438
N 5.04195 -2.84206 3.46562
C 5.29982 -1.58146 4.07379
P 4.85518 -2.97025 1.82384
O 4.85292 -1.57087 1.29275
N 5.85602 -4.08656 1.11039
C 7.18624 -3.71145 0.66253
C 5.70358 -5.49613 1.05721
N 3.39887 -3.79517 1.74693
C 2.26660 -3.25036 2.53651
C 2.94881 -4.13144 0.41348
H 5.39532 -4.91511 3.97764
H 3.86225 -4.19684 4.62409
H 5.45171 -3.70513 5.23510
H 5.60072 -0.89927 3.31137
H 6.03316 -1.59451 4.86609
H 4.44826 -1.10933 4.53200
H 7.42101 -4.29592 -0.23134
H 7.03697 -2.70040 0.27896
H 7.95243 -3.84883 1.42003
H 4.74130 -5.87023 1.44167
H 5.62498 -5.78363 -0.00169
H 6.54313 -6.02338 1.55825
H 1.50726 -4.08263 2.65532
H 2.65425 -2.92473 3.45498
H 1.74226 -2.46479 2.00554
H 2.69056 -3.20038 -0.10392
H 2.10765 -4.80385 0.46692
H 3.68875 -4.70399 -0.06809
C -3.76386 -5.27355 5.81442
N -3.03445 -4.01576 5.83896
C -2.54803 -3.58262 7.15772
P -2.09475 -3.76266 4.46323
O -2.63988 -4.47282 3.27077
N -2.02206 -2.16046 4.37952
C -1.24345 -1.69375 3.22696
C -3.24731 -1.38343 4.58741
N -0.46594 -4.24154 4.79263
C -0.00573 -5.57790 4.50652
C 0.47278 -3.50680 5.66053
H -4.45033 -5.32964 4.93232
H -4.37291 -5.33443 6.72588
H -3.14524 -6.12124 5.63146
H -3.32502 -3.31702 7.89273
H -1.80702 -2.74492 7.10672
H -1.93202 -4.35823 7.71788
H -1.81191 -1.65998 2.26222
H -0.97941 -0.64149 3.50268
H -0.34015 -2.32161 3.17663
H -3.02324 -0.43919 5.02853
H -3.64040 -1.01369 3.61706
H -3.97264 -1.92248 5.23257
H -0.68036 -6.05938 3.75579
H 0.99762 -5.46810 4.16388
H -0.06951 -6.17457 5.44285
H 1.49479 -3.49790 5.30278
H 0.46284 -3.96650 6.68596
H 0.16462 -2.43751 5.69131
C 1.21942 0.03258 5.16330
N 1.20714 1.18369 4.28033
C 2.45113 1.35888 3.50784
P -0.02508 2.28689 4.42916
O -1.27274 1.61916 4.77052
N 0.28847 3.47071 5.49005
C -0.61973 3.87652 6.60297
C 1.49854 4.27311 5.57470
N 0.08534 3.01131 2.95915
C -0.11363 2.15783 1.82188
C -0.51716 4.34327 2.72476
H 2.02836 -0.01557 5.82680
H 1.26816 -0.90854 4.60752
H 0.25243 -0.01093 5.65596
H 2.53175 0.52023 2.82863
H 3.21728 1.28695 4.25425
H 2.43123 2.30284 2.99981
H -0.02651 3.79843 7.52105
H -0.85624 4.91025 6.40315
H -1.49623 3.25416 6.59271
H 1.93437 4.22990 6.55321
H 2.29377 4.00947 4.82511
H 1.21480 5.28307 5.30914
H -0.17015 1.08890 2.19648
H -1.03612 2.37885 1.28854
H 0.78679 2.28089 1.14739
H -1.52580 4.29604 2.35623
H 0.05239 4.93169 1.99108
H -0.52443 4.94015 3.70195
C -6.15881 3.57315 0.24929
N -6.71845 2.98591 -0.94692
C -7.48958 1.79389 -0.69804
P -6.40210 3.80540 -2.36514
O -7.15814 5.03103 -2.61688
N -4.81920 4.18632 -2.38106
C -4.42860 5.57404 -2.54035
C -3.74853 3.24077 -2.00397
N -6.77985 2.55598 -3.41428
C -6.12696 1.25086 -3.48310
C -7.71180 2.83631 -4.56811
H -5.50331 4.45038 -0.04398
H -5.61189 2.82655 0.78276
H -6.96379 3.97972 0.88582
H -7.86222 1.26774 -1.55376
H -8.35230 2.07996 -0.10137
H -6.89706 1.10743 -0.02860
H -3.89945 5.85773 -1.60096
H -3.75417 5.68744 -3.43111
H -5.26375 6.19158 -2.70091
H -3.29031 2.91031 -2.93382
H -2.97605 3.69195 -1.43001
H -4.08000 2.38654 -1.37377
H -5.50047 1.19266 -4.38482
H -5.50012 1.23492 -2.61585
H -6.89356 0.53028 -3.60695
H -7.15955 2.59474 -5.48948
H -7.91436 3.87516 -4.60249
H -8.65672 2.14719 -4.59480
C 4.93698 1.84584 1.34855
N 4.02279 2.34819 0.34482
C 3.10807 1.31230 -0.26330
P 3.62451 3.94849 0.44809
O 2.44380 4.28680 1.29263
N 4.94173 4.70263 1.09599
C 6.19063 4.87653 0.42112
C 5.06042 4.91415 2.55108
N 3.37935 4.53359 -1.04373
C 3.02894 5.96007 -1.10940
C 3.93356 4.00484 -2.23982
H 4.46174 1.71082 2.31799
H 5.75091 2.54942 1.50827
H 5.35411 0.86393 0.99602
H 2.91407 1.53281 -1.34818
H 2.10143 1.37417 0.14916
H 3.41986 0.25979 -0.05249
H 6.53249 5.87673 0.47671
H 6.96835 4.08231 0.75920
H 6.11311 4.63407 -0.62110
H 4.30137 5.57046 2.91835
H 5.12357 3.97221 3.02205
H 5.99618 5.46266 2.67771
H 3.90641 6.57604 -1.26994
H 2.36615 6.18652 -1.91797
H 2.51555 6.17603 -0.19822
H 4.74239 4.70318 -2.56610
H 3.26656 3.88275 -3.15375
H 4.41028 3.07950 -2.04859
C -5.74340 -3.16831 2.07202
N -5.02735 -3.54845 0.79833
C -4.73812 -4.91722 0.78226
P -5.40957 -2.60352 -0.51504
O -5.37421 -1.19691 -0.03024
N -4.24202 -3.03764 -1.66102
C -4.48431 -2.78227 -3.11075
C -2.80719 -2.93528 -1.30404
N -6.87014 -2.95001 -1.21204
C -7.71609 -1.87632 -1.74092
C -7.31232 -4.29907 -1.54187
H -5.03496 -3.07971 2.88541
H -6.54266 -3.83385 2.35915
H -6.11989 -2.17372 2.06581
H -4.31798 -5.22072 -0.14836
H -5.61321 -5.53635 1.02609
H -4.00207 -5.17403 1.57026
H -3.58375 -2.87234 -3.68717
H -5.07009 -3.64854 -3.47266
H -4.85384 -1.76563 -3.40998
H -2.33960 -1.94288 -1.55772
H -2.73908 -3.05201 -0.21849
H -2.24319 -3.74047 -1.76963
H -7.43528 -0.95073 -1.29954
H -7.55661 -1.81356 -2.84280
H -8.73615 -2.15448 -1.43711
H -6.74685 -5.14459 -1.10923
H -7.45826 -4.40422 -2.63402
H -8.36316 -4.52157 -1.20923
C -0.23102 1.93542 -5.98610
C 0.05116 2.56729 -4.57897
O -0.08011 4.02002 -4.59651
C 0.80426 4.79773 -5.18685
C 0.33776 6.19529 -5.45785
O 1.86699 4.37711 -5.54083
H -0.25432 0.79045 -5.88540
H 0.58241 2.19718 -6.68741
H -1.15950 2.34072 -6.38193
H -0.66564 2.37303 -3.79471
H 1.07555 2.30063 -4.28170
H -0.49121 6.19340 -6.18221
H 1.20210 6.71598 -5.80427
H -0.01790 6.65716 -4.57722
C 1.14456 -1.46482 -0.79849
C 0.18894 -0.53886 -1.50322
O -0.81214 -0.28566 -0.41629
C -1.72616 0.67886 -0.66723
C -2.74461 0.67998 0.39904
O -1.82871 1.27972 -1.70334
H 2.11996 -1.39549 -1.19352
H 0.82055 -2.47564 -0.88221
H 1.22467 -1.10552 0.23543
H 0.57724 0.42693 -1.79161
H -0.28072 -0.96745 -2.38646
H -3.09971 1.73440 0.55718
H -2.61321 0.12324 1.27510
H -3.56793 0.20055 -0.03609
C -0.56769 -5.80404 0.77049
C -0.02284 -6.84271 -0.18788
O -0.64815 -6.66949 -1.48354
C 0.07934 -6.07304 -2.42282
C -0.80616 -5.92907 -3.66578
O 1.21199 -5.71950 -2.29554
H -1.61872 -5.90097 0.83637
H -0.34335 -4.79175 0.46784
H -0.07773 -5.98663 1.69545
H 1.11163 -6.87240 -0.29620
H -0.30030 -7.83386 0.06728
H -1.58350 -5.21719 -3.47778
H -1.15097 -6.90414 -3.99992
H -0.11401 -5.59370 -4.46466
C 0.00664 4.74944 -1.50909
C -0.93842 5.92250 -1.75726
O -0.37827 7.14172 -1.07282
C -0.30550 8.23030 -1.79383
C 0.48347 9.26746 -0.95292
O -0.58271 8.38465 -2.96548
H -0.56106 3.88424 -1.72600
H 0.27563 4.66926 -0.47149
H 0.96126 4.80319 -2.09847
H -1.18571 6.18245 -2.81504
H -1.83494 5.73187 -1.22473
H 1.44445 8.79728 -0.77191
H 0.06220 9.29947 0.08943
H 0.61445 10.19399 -1.47850


What is the charge in the first record? 0


Number 2 is which compound? C3H12NSi